A structure of composition C32H27FN2O3PRe at a distorted geometry. Source: the Open Molecules 2025 dataset; level of theory: ωB97M-V/def2-TZVPD.

```
67
C32H27FN2O3PRe, DFT ωB97M-V/def2-TZVPD
Re -1.652 -1.245 -1.126
C 4.157 -0.663 3.603
C 3.921 -2.090 3.110
C 5.187 -2.819 2.696
C 5.840 -2.150 1.495
C 4.846 -1.894 0.400
C 5.267 -1.705 -0.897
C 4.348 -1.491 -1.927
F 4.792 -1.329 -3.161
C 2.998 -1.458 -1.692
C 2.539 -1.632 -0.382
C 1.136 -1.571 -0.097
O 0.303 -1.263 -1.077
C 0.722 -1.847 1.208
C 1.683 -2.061 2.191
N 2.978 -2.036 1.955
C 3.458 -1.856 0.675
C -0.706 -1.948 1.653
O -0.993 -2.172 2.788
O -1.678 -1.828 0.716
H 4.855 -0.676 4.439
H 3.225 -0.218 3.952
H 4.573 -0.027 2.820
H 3.425 -2.659 3.896
H 4.944 -3.856 2.451
H 5.875 -2.840 3.540
H 6.654 -2.766 1.116
H 6.302 -1.201 1.785
H 6.323 -1.735 -1.137
H 2.304 -1.309 -2.505
H 1.348 -2.253 3.203
N -3.822 -1.514 -1.314
C -4.691 -0.355 -1.025
C -6.065 -0.494 -0.989
C -6.857 0.615 -0.720
C -6.283 1.858 -0.481
C -4.904 1.996 -0.499
C -4.110 0.886 -0.777
P -2.324 1.047 -0.899
C -1.812 1.644 -2.502
C -1.434 0.648 -3.407
C -1.013 0.966 -4.680
C -0.986 2.309 -5.051
C -1.394 3.303 -4.170
C -1.807 2.981 -2.884
C -1.632 1.869 0.512
C -0.576 2.778 0.398
C -0.055 3.344 1.548
C -0.557 2.983 2.795
C -1.595 2.062 2.906
C -2.142 1.503 1.768
H -4.082 -2.260 -0.660
H -4.089 -1.888 -2.230
H -6.530 -1.458 -1.167
H -7.932 0.503 -0.689
H -6.907 2.717 -0.276
H -4.446 2.954 -0.286
H -1.497 -0.430 -3.114
H -0.718 0.198 -5.381
H -0.646 2.573 -6.043
H -1.394 4.337 -4.486
H -2.125 3.759 -2.201
H -0.186 3.054 -0.573
H 0.739 4.074 1.473
H -0.144 3.435 3.688
H -1.984 1.791 3.879
H -2.973 0.809 1.843
```

Values from the calculation:
2S+1   4
Relative energy (zero: lowest compared OMol25 entry of this formula, charge and spin)   23.9 kJ/mol
Largest force on an atom   2.4 eV Å⁻¹
LUMO level (alpha / beta)   -10.565 / -11.268 eV
Total charge   +3
Electronic energy   -56856.1164 eV
Gap between HOMO and LUMO (alpha / beta)   6.172 / 5.480 eV